Run 1
The following is a DFT calculation (the ωB97M-V functional and the def2-TZVPD basis) of C34H40GeN6O4S2Ti as an isolated structure.

Geometry as XYZ:
```
88
Properties=species:S:1:pos:R:3
Ti -0.20287 1.02703 0.16058
C -1.82926 3.30740 0.41059
C -0.79651 3.38667 -0.53241
C 0.43572 3.93996 -0.16234
C 0.61097 4.44307 1.11861
C -0.43231 4.38998 2.03591
C -1.64506 3.80903 1.69388
H -2.79889 2.92017 0.10562
H -1.02027 3.19466 -1.58194
H 1.21533 4.03881 -0.90962
H 1.54779 4.91071 1.38688
H -0.30323 4.81205 3.02355
H -2.45734 3.77301 2.40614
N 0.47107 -1.21660 0.50606
C 1.95609 -1.12953 0.56154
C 2.70147 -2.45671 0.42356
C 2.84224 -3.08041 -0.96587
C 4.11927 -2.81252 -1.78529
N 5.15820 -1.97205 -1.16574
C 5.69028 -0.86160 -1.67501
N 6.89113 -0.46111 -1.24173
N 5.06379 -0.15345 -2.60558
C 2.15332 -0.10539 -0.55822
O 2.49465 -0.38896 -1.68387
O 1.71094 1.09491 -0.19813
H 0.09431 -1.61602 1.36764
H 0.19991 -1.81512 -0.27985
H 2.20238 -0.62913 1.50795
H 2.11270 -3.17030 1.00840
H 3.65663 -2.39178 0.94682
H 1.97121 -2.81840 -1.57105
H 2.80107 -4.16204 -0.83436
H 3.89160 -2.40188 -2.76643
H 4.62143 -3.76553 -1.96702
H 5.72984 -2.43015 -0.46995
H 7.48157 -1.08579 -0.71900
H 7.31575 0.37997 -1.59418
H 4.04753 -0.19443 -2.63584
H 5.49758 0.67853 -2.96793
O -2.69222 -0.61838 4.74136
C -3.47210 -1.01585 3.72083
C -4.59712 -1.77984 4.04733
C -5.44062 -2.23138 3.05916
C -5.19353 -1.93971 1.71533
C -4.09477 -1.18431 1.39035
C -3.21415 -0.70581 2.37470
C -2.05465 0.07867 1.97441
O -1.88042 0.32711 0.67966
N -1.18513 0.46916 2.85487
N -0.03364 1.07770 2.29734
C 0.81921 1.44243 3.20377
S 2.41548 1.98925 2.76995
C 2.78611 2.65084 4.41178
C 2.18153 1.70898 5.43493
S 0.49098 1.33636 4.90872
H -1.93466 -0.12009 4.37728
H -4.77873 -1.99820 5.08773
H -6.30580 -2.81684 3.33247
H -5.86071 -2.29976 0.94815
H -3.89092 -0.94690 0.35719
H 2.35992 3.65195 4.49586
H 3.87099 2.71964 4.50459
H 2.12734 2.17240 6.41901
H 2.75197 0.78212 5.50972
Ge -0.68990 0.39249 -2.51131
C -0.60489 -1.52438 -2.60406
C 0.27883 -2.12469 -3.50356
C 0.29327 -3.50463 -3.65141
C -0.55254 -4.29565 -2.88929
C -1.42548 -3.71109 -1.98031
C -1.45335 -2.33176 -1.84128
C -2.39490 1.22678 -2.82900
C -3.56708 0.98390 -2.11390
C -4.75405 1.58234 -2.49760
C -4.78266 2.43942 -3.58944
C -3.62162 2.70320 -4.29654
C -2.42730 2.11087 -3.91333
H 0.30674 1.05924 -3.46518
H 0.94642 -1.51951 -4.10177
H 0.95951 -3.96392 -4.36909
H -0.53916 -5.36885 -3.01042
H -2.09236 -4.32895 -1.39560
H -2.15215 -1.88680 -1.14046
H -3.55802 0.33198 -1.25064
H -5.66236 1.38342 -1.94767
H -5.70975 2.90597 -3.88593
H -3.64222 3.37049 -5.14566
H -1.52935 2.33359 -4.47540
```

Calculated values
Net charge: +2
HOMO-LUMO gap (alpha / beta), eV: 7.464 / 5.535
2S+1: 3

Here are the Löwdin charges for atoms 1 to 2, given in e: 0.9340 -0.0949



Run 2
The following is a DFT calculation (the ωB97M-V functional and the def2-TZVPD basis) of C34H40GeN6O4S2Ti as an isolated structure.

Geometry as XYZ:
```
88
Properties=species:S:1:pos:R:3
Ti 0.12564 0.06159 0.38171
C -3.12141 2.24136 0.20428
C -3.20201 1.32612 -0.83733
C -2.83553 -0.00036 -0.63969
C -2.40242 -0.42328 0.61700
C -2.25739 0.51887 1.64583
C -2.61909 1.84713 1.43606
H -3.43658 3.26491 0.05466
H -3.57359 1.63907 -1.80439
H -2.92217 -0.71476 -1.44703
H -2.25770 -1.47901 0.80575
H -1.96442 0.20733 2.64276
H -2.53599 2.56142 2.24418
N 0.22037 -1.69583 1.75922
C 1.63747 -1.73199 2.16698
C 1.86166 -2.49231 3.48127
C 3.29908 -2.65760 3.97354
C 4.18779 -3.56561 3.12895
N 4.47349 -3.06225 1.77831
C 5.23353 -2.00647 1.49709
N 5.98363 -1.43095 2.43054
N 5.27054 -1.55195 0.24432
C 2.13860 -0.28169 2.20095
O 3.28731 -0.02966 2.47620
O 1.22736 0.60262 1.85224
H -0.36392 -1.57547 2.58375
H -0.05949 -2.56553 1.31670
H 2.18229 -2.21546 1.35429
H 1.40610 -3.48210 3.36957
H 1.29334 -1.97863 4.26325
H 3.25911 -3.10841 4.96698
H 3.75710 -1.67693 4.09679
H 3.71609 -4.53766 2.98861
H 5.12798 -3.76565 3.64935
H 4.18669 -3.62649 0.99475
H 5.97136 -1.78045 3.37300
H 6.27150 -0.47318 2.31602
H 4.57739 -1.81925 -0.43738
H 5.92784 -0.84246 -0.02863
O 2.84185 -2.68661 -3.65692
C 1.62823 -3.25619 -3.55245
C 1.35411 -4.33682 -4.38899
C 0.12645 -4.96049 -4.33789
C -0.86398 -4.52532 -3.45364
C -0.60145 -3.46180 -2.62445
C 0.64281 -2.81065 -2.65243
C 0.88299 -1.69750 -1.74548
O -0.08908 -1.30705 -0.94341
N 2.03307 -1.08276 -1.71511
N 2.00514 -0.02401 -0.79998
C 3.00187 0.78845 -0.97175
S 4.10666 0.57876 -2.30002
C 5.15057 2.00439 -1.88103
C 4.28254 3.02629 -1.17397
S 3.32023 2.13761 0.08458
H 2.87554 -1.91038 -3.06830
H 2.12426 -4.66021 -5.07581
H -0.07060 -5.79550 -4.99713
H -1.82521 -5.01850 -3.42552
H -1.35524 -3.10688 -1.93524
H 5.54209 2.39779 -2.81852
H 5.98564 1.68913 -1.25623
H 3.59745 3.51411 -1.86737
H 4.87997 3.77927 -0.66233
Ge 0.34431 3.43445 -0.57232
C -1.09282 4.68801 -0.20548
C -1.36821 5.09686 1.09832
C -2.40946 5.97800 1.34934
C -3.17198 6.46721 0.29489
C -2.88717 6.08262 -1.00954
C -1.84714 5.19793 -1.26220
C 0.90679 3.46726 -2.41655
C 0.98738 2.31276 -3.19480
C 1.46352 2.37093 -4.49811
C 1.86957 3.58550 -5.03416
C 1.79340 4.74442 -4.26845
C 1.31834 4.68480 -2.96636
H -0.19382 1.90361 -0.43111
H -0.76852 4.73099 1.92433
H -2.61952 6.29256 2.36314
H -3.98044 7.15933 0.48893
H -3.47386 6.47446 -1.82998
H -1.63611 4.89882 -2.28247
H 0.66563 1.35596 -2.79521
H 1.51084 1.46911 -5.09492
H 2.23550 3.63178 -6.05124
H 2.09885 5.69398 -4.68765
H 1.26333 5.59944 -2.38506
```

Calculated values
Net charge: +2
HOMO-LUMO gap (alpha / beta), eV: 6.648 / 6.985
2S+1: 3

Here are the Löwdin charges for atoms 1 to 2, given in e: 1.0072 -0.0641



It is run 2 that is the most stable of them.



Run 1
The following is a DFT calculation (the ωB97M-V functional and the def2-TZVPD basis) of an isolated ion of composition C4H9N4O and charge +1.

Geometry as XYZ:
```
18
Properties=species:S:1:pos:R:3
C -0.11184 0.61735 2.03031
C -0.99051 0.77633 0.88489
N 0.10209 0.53684 -0.56653
C 0.23186 -0.61081 -1.06685
N 0.97390 -0.84332 -2.18943
N -0.33841 -1.71125 -0.56099
N -1.99891 1.74408 0.56652
C -2.27158 0.42791 0.37147
O -3.11598 -0.30483 -0.03194
H 0.12315 -0.45805 2.21606
H -0.64655 1.10235 2.92142
H 1.01654 1.09834 1.85568
H 0.05199 1.33278 -1.07560
H 0.61722 -1.52315 -2.85101
H 1.54314 -0.16368 -2.67826
H -0.01621 -2.59190 -0.79326
H -0.86681 -1.58290 0.28714
H -2.11103 2.79265 0.20228
```

Calculated values
Net charge: +1
HOMO-LUMO gap, eV: 11.237

Here are the Löwdin charges for atoms 1 to 2, given in e: -0.0260 -0.2621



Run 2
The following is a DFT calculation (the ωB97M-V functional and the def2-TZVPD basis) of a 2-piece molecular cluster, C4H9N4O overall.

Geometry as XYZ:
```
18
Properties=species:S:1:pos:R:3
C -0.95122 -0.39852 0.21489
C -2.14758 0.37539 0.58597
C 0.32930 -2.33332 -0.09498
C 0.92745 1.13270 -1.30918
N -0.60457 -1.49780 -0.03881
N 0.89499 0.58700 -0.04454
N -1.82839 1.47383 1.37306
N 1.74351 -0.40831 0.16813
O -3.30646 0.04667 0.46605
H 0.70193 -2.57949 0.86431
H 0.36191 -3.19287 -0.73240
H 0.78406 0.41412 -2.07970
H 0.33634 1.96066 -1.22418
H 1.99440 1.67054 -1.49772
H -0.99417 2.08022 1.24561
H -2.64981 2.02850 1.64141
H 2.12024 -0.61858 1.10596
H 2.28806 -0.74074 -0.64389
```

Calculated values
Net charge: +1
HOMO-LUMO gap (alpha / beta), eV: 8.640 / 8.640

Here are the Löwdin charges for atoms 1 to 2, given in e: 0.0764 -0.4770



It is run 1 that is the most stable of them.